Here is a structure of composition C21H30CaIN4PSb from the OMol25 dataset. Energies are from the ωB97M-V functional and the def2-TZVPD basis.

Properties
* net charge: -1
* lowest unoccupied orbital energy (spin up / spin down): 1.95 / 1.99 eV
* energy above the lowest of the compared OMol25 structures with the same formula, charge and spin: 0.0 kcal per mole

XYZ file:
```
59
Properties=species:S:1:pos:R:3:mulliken_charge:R:1
Ca -1.5149 -0.5800 0.0548 1.63
C -1.7863 -5.3564 1.6884 -1.47
Sb -0.4483 -3.5977 1.3585 0.84
C -2.2530 -2.4130 1.8697 -1.70
C -0.7622 -3.8649 -0.7665 -1.08
H -2.7203 -5.2762 1.1258 0.38
H -2.0246 -5.4581 2.7504 0.35
H -1.2696 -6.2656 1.3700 0.37
H -3.0055 -2.3669 1.0689 0.46
H -2.0507 -1.4136 2.2828 0.53
H -2.7327 -2.9581 2.6806 0.37
H -1.6891 -3.3827 -1.0995 0.31
H -0.8542 -4.9251 -1.0036 0.42
H 0.0748 -3.4180 -1.3004 0.22
C 2.2184 3.9060 -1.2181 -1.00
N 2.6307 2.5165 -1.0784 0.11
C 3.2664 2.3342 0.2283 -0.72
N 2.4346 2.7776 1.3495 0.09
C 2.0287 4.1579 1.1246 -0.97
N 1.3436 4.3864 -0.1480 0.07
C 0.0491 3.6942 -0.1784 -1.08
P 0.1780 1.8383 0.0347 0.42
C 1.5033 1.5992 -1.2441 -0.14
C 1.2799 1.8971 1.5272 -0.20
H 1.7087 4.0326 -2.1763 0.40
H 3.1167 4.5292 -1.2173 0.30
H 4.1876 2.9228 0.2397 0.30
H 3.5172 1.2799 0.3622 0.11
H 2.9261 4.7824 1.1345 0.30
H 1.3753 4.4753 1.9409 0.40
H -0.4435 3.9137 -1.1309 0.43
H -0.5881 4.1043 0.6110 0.44
H 1.0671 1.7409 -2.2375 0.51
H 1.8552 0.5709 -1.1692 -0.18
H 1.6207 0.8820 1.7272 -0.24
H 0.6968 2.2385 2.3877 0.50
C 0.5811 -1.2529 0.4353 -1.60
C 1.9697 -1.4451 0.5206 1.36
C 2.6814 -1.4151 1.7596 -0.51
C 4.0584 -1.5077 1.8200 -0.48
C 4.8299 -1.6646 0.6699 -0.69
C 4.1642 -1.7526 -0.5515 -0.48
C 2.7883 -1.6551 -0.6322 -0.73
H 2.1108 -1.3077 2.6766 0.43
H 4.5444 -1.4621 2.7893 0.35
H 5.9083 -1.7345 0.7257 0.36
H 4.7333 -1.8971 -1.4642 0.35
H 2.3043 -1.7230 -1.6017 0.36
I -7.8650 -2.0915 -2.1940 -0.47
C -5.8368 -0.3534 -1.8724 -0.89
C -5.9585 0.9669 -2.2702 -0.03
C -4.8844 1.8394 -2.1214 -0.78
C -3.7129 1.3598 -1.5669 0.06
N -3.5690 0.0871 -1.1720 -0.42
C -4.6233 -0.7374 -1.3363 0.00
H -6.8917 1.3223 -2.6980 0.35
H -4.9450 2.8776 -2.4257 0.38
H -2.8539 2.0087 -1.4267 0.24
H -4.4694 -1.7654 -1.0129 0.36
```

Here is a cluster of 2 separate species, C5H15N2 in total from the OMol25 dataset. Energies are from the ωB97M-V functional and the def2-TZVPD basis.

Properties
* net charge: +1
* lowest unoccupied orbital energy: -2.74 eV
* energy above the lowest of the compared OMol25 structures with the same formula, charge and spin: 22.7 kcal per mole

XYZ file:
```
22
Properties=species:S:1:pos:R:3:mulliken_charge:R:1
C -1.9603 0.8174 1.9227 -1.00
C -2.3058 -0.2001 0.8475 -0.41
N -1.4608 0.0315 -0.3634 -0.59
H -2.5967 0.6505 2.7862 0.35
H -0.9247 0.7132 2.2499 0.23
H -2.1543 1.8270 1.5594 0.33
H -2.1160 -1.2134 1.1976 0.30
H -3.3564 -0.0957 0.5845 0.36
H -1.6183 0.9808 -0.6887 0.29
H -1.7406 -0.5938 -1.1137 0.32
H -0.0963 -0.2251 -0.2124 0.45
C 1.5978 -0.1998 -2.5423 -0.73
C 1.7465 0.1874 -1.2927 -0.05
N 1.1123 -0.4863 -0.1797 -0.15
C 1.6891 -0.1535 1.1452 -1.10
H 1.0522 -1.1067 -2.7885 0.25
H 2.0418 0.3661 -3.3404 0.27
H 2.3150 1.0686 -1.0318 0.31
H 1.1681 -1.4920 -0.3310 0.41
H 2.7616 -0.3167 1.1330 0.42
H 1.5156 0.9012 1.3391 0.39
H 1.2083 -0.7582 1.9024 0.37
```

Here is a cluster of 11 separate species, C40H111N9O13 in total at a distorted geometry from the OMol25 dataset. Energies are from the ωB97M-V functional and the def2-TZVPD basis.

Properties
* net charge: 0
* lowest unoccupied orbital energy: 0.59 eV
* energy above the lowest of the compared OMol25 structures with the same formula, charge and spin: 137.2 kcal per mole

XYZ file:
```
173
Properties=species:S:1:pos:R:3:mulliken_charge:R:1
C 2.2343 -5.0800 1.8363 -1.04
O 1.6352 -5.5014 3.0225 -0.32
C 0.7785 -6.5843 2.8050 -0.34
C 0.4817 -7.4266 4.0350 0.12
C -0.3874 -8.6290 3.7679 -1.52
N -0.2343 -6.6760 5.1572 -0.71
H 1.5633 -4.7787 1.0166 0.28
H 2.8455 -5.9257 1.5108 0.46
H 2.8352 -4.2635 2.0573 0.43
H -0.1578 -6.1767 2.3822 0.09
H 1.2334 -7.2565 2.0358 0.40
H 1.3971 -7.6301 4.4848 0.50
H 0.1852 -9.2756 3.0920 0.40
H -1.2554 -8.3392 3.2294 0.35
H -0.6311 -9.0371 4.7603 0.42
H -1.1121 -6.2403 4.7884 0.30
H 0.2792 -5.8413 5.4710 0.19
C 3.4994 -2.9509 -5.7771 -0.94
O 3.1528 -2.8035 -4.4196 -0.02
C 3.8453 -3.8205 -3.6718 -1.08
C 3.2619 -3.7821 -2.2354 0.76
C 3.3273 -2.3465 -1.7053 -1.16
N 3.9462 -4.6911 -1.2544 -0.56
H 2.7784 -2.1418 -6.1779 0.18
H 3.1927 -3.8829 -6.1249 0.41
H 4.5387 -2.7348 -5.9123 0.32
H 3.6212 -4.7967 -4.1384 0.46
H 4.9654 -3.7362 -3.7559 0.32
H 2.1959 -4.0572 -2.3363 -0.01
H 4.2038 -1.8183 -2.0986 0.39
H 3.3442 -2.3252 -0.6231 0.48
H 2.5170 -1.7647 -2.0902 -0.06
H 3.9781 -5.6106 -1.7043 0.29
H 4.9451 -4.4510 -1.2273 0.27
C 1.5913 6.7059 -0.4912 -0.34
O 0.5526 6.5529 0.3878 -0.47
C 0.2939 5.1874 0.7959 0.13
C -0.8879 5.1231 1.7330 0.47
C -0.7960 5.9872 2.9697 -1.59
N -1.1165 3.6632 2.0359 -0.21
H 1.3540 7.3611 -1.3298 0.28
H 1.9318 5.7401 -0.9350 -0.05
H 2.4124 7.2733 0.0336 0.25
H 0.0508 4.5226 -0.0412 0.01
H 1.1997 4.8849 1.3751 0.08
H -1.7691 5.4620 1.1414 0.33
H -0.4057 6.9453 2.7083 0.45
H -0.1734 5.5727 3.7517 0.22
H -1.7781 6.1038 3.3865 0.41
H -0.2688 3.4118 2.5487 -0.63
H -1.8734 3.5237 2.6614 0.42
C 3.2195 2.8841 3.1431 -0.48
O 2.2789 3.1402 4.1645 -0.42
C 1.3216 2.1015 4.3402 0.36
C 0.2552 2.5252 5.3323 0.53
C 0.7210 2.8140 6.7435 -1.29
N -0.8362 1.5858 5.1460 -0.16
H 3.6639 3.9035 2.9761 0.29
H 2.8152 2.5087 2.2276 -0.08
H 3.9103 2.1261 3.5388 0.36
H 0.8274 1.9375 3.3631 -0.73
H 1.8306 1.1612 4.5492 0.87
H -0.2002 3.4098 4.8869 -0.11
H 1.7333 3.3485 6.6507 0.27
H 0.8394 1.8636 7.2173 0.24
H -0.0597 3.5183 7.0941 0.38
H -0.6344 0.7461 5.7065 -0.23
H -1.7216 1.9332 5.4538 0.27
C -0.1416 -2.0551 -3.5705 -0.25
O -0.7977 -0.8243 -3.8972 -0.19
C -2.1908 -0.8232 -3.5608 0.56
C -3.0179 -1.7313 -4.4297 0.26
C -3.4603 -1.0544 -5.7360 -1.60
N -4.1114 -2.3208 -3.6180 -0.52
H -0.3442 -2.2687 -2.4803 -0.01
H 0.9422 -1.8985 -3.7937 -0.06
H -0.4438 -2.9107 -4.2341 0.34
H -2.2196 -1.0343 -2.4829 -1.24
H -2.5412 0.1787 -3.5967 0.86
H -2.3939 -2.6357 -4.6489 0.26
H -2.6343 -0.5617 -6.1432 0.22
H -4.2628 -0.3160 -5.4782 0.31
H -3.8902 -1.7343 -6.4154 0.49
H -4.5288 -3.0540 -4.2484 0.31
H -4.9039 -1.6214 -3.4549 0.27
C 0.7233 6.2645 -6.9994 -0.76
O 0.3644 4.9899 -7.2839 -0.31
C -0.2303 4.3651 -6.2408 -0.31
C -0.2129 2.8402 -6.3671 0.51
C -1.1662 2.3782 -7.4954 -1.31
N -0.6323 2.2328 -5.0823 -0.49
H 1.5304 6.5695 -7.6702 0.27
H 1.0752 6.4344 -5.9824 0.28
H -0.0819 6.9692 -7.0488 0.33
H 0.3543 4.5283 -5.3453 -0.01
H -1.2213 4.8161 -6.0402 0.32
H 0.8652 2.6825 -6.6642 0.18
H -1.4998 1.3501 -7.3716 0.31
H -0.7033 2.4290 -8.4660 0.37
H -2.0321 3.0651 -7.5210 0.31
H -0.6290 1.2149 -5.0381 0.20
H -0.0005 2.5656 -4.4074 0.07
C -4.5860 -0.9190 1.9800 -1.05
O -3.2869 -1.2009 1.5667 0.13
C -3.2257 -2.3689 0.7078 -1.26
C -1.7573 -2.5261 0.2522 2.95
C -1.7627 -3.7204 -0.5807 -1.80
N -0.8021 -2.6740 1.3319 0.21
H -4.5991 0.1007 2.3772 0.31
H -4.9300 -1.5937 2.7629 0.40
H -5.4025 -0.9175 1.2360 0.27
H -3.5011 -3.2613 1.3184 0.30
H -3.9120 -2.2542 -0.1754 0.31
H -1.4578 -1.6950 -0.4048 -1.55
H -2.3317 -4.5411 -0.0864 0.49
H -0.7817 -3.9746 -0.8480 0.43
H -2.1485 -3.5157 -1.6066 0.15
H -0.8805 -2.0586 2.1168 -0.12
H -0.7419 -3.6245 1.6927 -0.20
C -2.6028 -1.6719 4.6513 -1.05
O -1.2499 -1.6961 4.9557 0.16
C -0.8387 -2.8600 5.6052 -0.80
C 0.5165 -2.5868 6.3202 0.39
C 0.2839 -1.5652 7.4731 -1.34
N 1.4841 -2.0176 5.3765 -0.66
H -2.9442 -2.5294 4.1678 0.48
H -2.8148 -0.7517 4.1111 0.13
H -3.2291 -1.7052 5.5939 0.40
H -1.6546 -3.0863 6.3415 0.47
H -0.7824 -3.7360 4.8925 0.20
H 0.8913 -3.5426 6.7029 0.41
H -0.1428 -2.0344 8.3396 0.48
H -0.3987 -0.7238 7.1312 0.11
H 1.2636 -1.2439 7.8292 0.39
H 1.1952 -1.1224 5.1007 0.16
H 1.4382 -2.5303 4.5029 0.18
C 1.9177 -0.4245 1.7888 -0.72
O 1.9905 0.6528 0.8723 -0.51
C 0.6684 0.9727 0.3864 0.51
C 0.7737 1.9714 -0.7423 1.44
C -0.5742 2.3851 -1.3014 -1.26
N 1.4768 1.4202 -1.9069 0.18
H 2.8516 -0.4826 2.3784 0.38
H 1.6229 -1.4029 1.3580 0.28
H 1.1325 -0.1901 2.5009 0.13
H 0.1885 -0.0654 0.1410 -0.59
H 0.1103 1.4198 1.1691 -0.01
H 1.4385 2.8023 -0.4185 0.04
H -1.3675 2.6371 -0.6150 -0.01
H -0.9570 1.4063 -1.7171 -0.25
H -0.5228 3.1148 -2.0983 0.63
H 0.9323 0.7154 -2.4212 -0.37
H 2.4259 1.0500 -1.6978 0.42
O -4.0389 0.8889 -0.9664 -0.18
C -5.0529 1.8424 -0.8716 -0.38
C -4.4251 3.0245 -0.1181 -0.39
O -3.7983 2.5776 1.0812 -0.54
H -3.4364 0.9955 -0.2403 0.06
H -5.3687 2.0905 -1.9137 0.33
H -6.0014 1.4659 -0.4405 0.24
H -5.1675 3.7195 0.2449 0.40
H -3.6342 3.4215 -0.7306 0.20
H -2.8653 2.9070 1.1232 0.22
O 4.3565 1.8327 -3.1105 -0.48
C 4.5411 3.2442 -3.0999 -0.74
C 3.2896 4.0065 -2.6670 0.02
O 2.1280 3.6018 -3.4671 -0.36
H 3.6969 1.6786 -3.8360 0.29
H 5.3005 3.5228 -2.3636 0.37
H 4.9669 3.6006 -4.0622 0.29
H 3.4816 5.0542 -2.8669 0.47
H 3.0165 3.7818 -1.6991 -0.20
H 1.7467 2.7274 -3.0598 0.05
```

Here is a structure of composition C3H12N3 at a distorted geometry from the OMol25 dataset. Energies are from the ωB97M-V functional and the def2-TZVPD basis.

Properties
* net charge: +1
* lowest unoccupied orbital energy: -3.41 eV
* energy above the lowest of the compared OMol25 structures with the same formula, charge and spin: 102.0 kcal per mole

XYZ file:
```
18
Properties=species:S:1:pos:R:3:mulliken_charge:R:1
C 0.3042 1.1316 0.6115 -1.15
C 3.0122 -0.0513 -0.0317 -0.88
C 1.0338 0.0007 0.1078 0.58
N -0.8004 -1.3117 -0.4421 -0.65
N 0.5125 -1.1406 -0.2941 0.17
N -2.9368 0.4604 0.0987 -0.89
H 0.9668 1.7312 1.3775 0.31
H -0.7487 0.9643 0.9346 0.45
H 0.2966 2.0354 -0.1569 0.31
H 3.0181 -0.8312 -0.8496 0.30
H 3.3426 -0.5816 0.8019 0.35
H 3.4576 0.9598 -0.1810 0.34
H -1.4755 -0.4541 -0.4268 0.46
H -0.9968 -2.2932 -0.7251 0.20
H 1.1162 -1.8773 -0.7833 0.32
H -3.4238 -0.3639 0.4030 0.24
H -3.2036 0.3301 -0.8764 0.27
H -3.4750 1.2914 0.4319 0.27
```